1.
{
  "formula": "C9H9N4",
  "method": "ωB97M-V/def2-TZVPD",
  "symbols": ["C", "C", "C", "C", "C", "C", "C", "C", "C", "N", "N", "N", "N", "H", "H", "H", "H", "H", "H", "H", "H", "H"],
  "coordinates": [[-0.292, 0.423, -3.168], [1.434, 0.664, 1.222], [-0.396, -0.516, 0.331], [3.130, 1.645, -1.679], [0.182, 0.128, 1.433], [0.425, -1.061, -0.648], [2.061, 0.294, 0.020], [-0.550, 0.218, 2.661], [-0.151, -1.702, -1.903], [-0.822, -0.649, -2.589], [0.211, 1.373, -3.601], [2.937, 1.025, -0.719], [1.667, -0.741, -0.682], [1.955, 1.331, 1.803], [-1.361, -0.801, 0.246], [3.769, 2.348, -2.197], [-0.199, 1.038, 3.237], [-0.306, -0.762, 3.094], [-1.550, 0.190, 2.459], [-1.814, -0.586, -2.656], [-0.944, -2.530, -1.602], [0.622, -2.121, -2.442]],
  "mulliken_charge": [0.446, -0.718, -0.553, 0.124, 0.708, 0.514, 0.178, -1.450, -0.935, -0.211, -0.495, 0.155, -0.441, 0.560, 0.539, 0.379, 0.394, 0.327, 0.454, 0.256, 0.382, 0.388],
  "e_lumo_ev": [-5.631, -5.631],
  "total_charge": 1,
  "molar_mass_da": 173.199,
  "homo_energy_ev": [-12.94, -12.94],
  "homo_lumo_gap_ha": [0.26853, 0.26856],
  "energy_ev": -15428.179,
  "smiles": "C#[N+]c1cc(C)cc(CNC#N)n1",
  "spin_multiplicity": 1,
  "de_lowest_kcal_mol": 55.20
}


2.
{
  "formula": "CNO4S",
  "method": "ωB97M-V/def2-TZVPD",
  "symbols": ["C", "N", "O", "O", "O", "O", "S"],
  "coordinates": [[-1.444, -0.980, -0.444], [-0.017, 1.101, -0.497], [-2.113, -0.576, 0.408], [-0.902, -1.370, -1.389], [2.433, 1.511, 0.317], [0.958, -0.495, 1.189], [1.086, 0.809, 0.416]],
  "mulliken_charge": [0.810, -0.534, -0.418, -0.423, -0.566, -0.581, 0.712],
  "e_lumo_ev": 3.720,
  "total_charge": -1,
  "molar_mass_da": 122.081,
  "homo_energy_ev": -4.30,
  "homo_lumo_gap_ha": 0.29491,
  "energy_ev": -21552.562,
  "spin_multiplicity": 1,
  "de_lowest_kcal_mol": 21.36
}


3.
{
  "formula": "C16H25ClOSTi",
  "method": "ωB97M-V/def2-TZVPD",
  "symbols": ["C", "C", "C", "C", "Cl", "H", "H", "H", "H", "H", "H", "H", "H", "H", "C", "C", "C", "H", "C", "C", "H", "H", "H", "H", "C", "C", "C", "H", "C", "C", "H", "H", "H", "H", "Ti", "C", "S", "C", "O", "H", "H", "H", "H", "H", "H"],
  "coordinates": [[0.188, 0.819, -5.561], [1.589, 1.300, -5.953], [-0.049, -0.624, -6.028], [-0.922, 1.767, -6.037], [0.113, 0.856, -3.611], [0.021, -0.712, -7.126], [-1.044, -0.975, -5.723], [0.695, -1.302, -5.587], [1.707, 1.355, -7.042], [2.353, 0.613, -5.560], [1.794, 2.295, -5.530], [-0.929, 1.890, -7.130], [-0.802, 2.758, -5.581], [-1.904, 1.379, -5.731], [1.736, -1.399, 0.437], [0.854, -2.084, -0.448], [1.022, -1.535, -1.759], [0.252, -2.948, -0.182], [2.060, -0.534, -1.691], [2.484, -0.443, -0.327], [3.282, 0.191, 0.039], [1.899, -1.671, 1.480], [0.534, -1.878, -2.666], [2.500, -0.008, -2.539], [-2.091, 1.027, 0.126], [-1.957, -0.234, 0.793], [-1.744, -1.237, -0.191], [-2.131, -0.422, 1.847], [-1.758, -0.599, -1.487], [-1.987, 0.803, -1.281], [-2.156, 1.542, -2.069], [-2.329, 1.976, 0.607], [-1.702, -2.307, -0.004], [-1.735, -1.111, -2.447], [0.116, 0.087, -0.431], [0.730, 2.109, 3.660], [1.082, 0.590, 2.769], [-0.193, -0.378, 3.612], [0.531, 0.900, 1.304], [1.381, 2.130, 4.550], [-0.325, 2.124, 3.980], [0.960, 2.946, 2.997], [-1.068, 0.263, 3.796], [-0.457, -1.244, 2.997], [0.217, -0.722, 4.572]],
  "mulliken_charge": [0.966, -1.368, -1.395, -1.392, -0.152, 0.402, 0.349, 0.348, 0.426, 0.339, 0.359, 0.408, 0.374, 0.352, -0.616, -0.717, -0.330, 0.646, -0.097, -0.729, 0.516, 0.844, 0.529, 0.474, -0.848, -0.430, -0.823, 0.896, -0.300, -0.224, 0.506, 0.537, 0.627, 0.553, 0.589, -0.902, 0.466, -1.071, -0.463, 0.418, 0.318, 0.379, 0.399, 0.391, 0.448],
  "e_lumo_ev": -7.966,
  "total_charge": 2,
  "molar_mass_da": 348.762,
  "homo_energy_ev": -15.90,
  "homo_lumo_gap_ha": 0.29172,
  "energy_ev": -65502.753,
  "spin_multiplicity": 1,
  "de_lowest_kcal_mol": 0.00
}


4.
{
  "formula": "C2H9NOSi",
  "method": "ωB97M-V/def2-TZVPD",
  "symbols": ["C", "C", "N", "O", "Si", "H", "H", "H", "H", "H", "H", "H", "H", "H"],
  "coordinates": [[1.466, 0.117, -1.266], [-0.276, 1.954, 0.463], [0.933, -0.165, -0.010], [0.043, -1.214, 0.040], [-1.245, -1.741, 0.840], [2.022, 1.031, -1.266], [2.296, -0.577, -1.404], [0.861, 0.180, -2.185], [-0.034, 2.318, -0.492], [-1.208, 1.444, 0.692], [0.266, 2.362, 1.343], [-1.230, -1.163, 2.226], [-2.481, -1.360, 0.248], [-1.413, -3.187, 0.770]],
  "mulliken_charge": [-0.799, -0.812, -0.231, 0.083, 0.253, 0.387, 0.306, 0.336, 0.342, 0.269, 0.238, -0.104, -0.133, -0.136],
  "e_lumo_ev": [0.323, 0.536],
  "molar_mass_da": 91.186,
  "homo_energy_ev": [-8.21, -8.80],
  "homo_lumo_gap_ha": [0.31349, 0.34301],
  "energy_ev": -13629.903,
  "spin_multiplicity": 1,
  "de_lowest_kcal_mol": 168.80
}


5.
{
  "formula": "C16H12ClN3OS",
  "method": "ωB97M-V/def2-TZVPD",
  "symbols": ["C", "N", "C", "O", "C", "C", "C", "C", "C", "C", "C", "C", "C", "C", "N", "C", "Cl", "H", "H", "H", "H", "S", "H", "C", "H", "H", "C", "C", "N", "H", "H", "H", "H", "H"],
  "coordinates": [[-2.520, 0.137, -1.665], [-2.942, 0.878, -0.501], [-2.095, 1.423, 0.408], [-2.477, 2.144, 1.310], [-0.651, 1.115, 0.263], [0.359, 2.023, 0.323], [1.640, 1.417, 0.294], [1.573, 0.021, 0.248], [2.745, -0.767, 0.232], [2.761, -2.169, 0.195], [3.954, -2.843, 0.183], [5.165, -2.141, 0.206], [5.180, -0.771, 0.242], [3.975, -0.050, 0.257], [4.031, 1.304, 0.294], [2.937, 1.990, 0.313], [3.086, 3.700, 0.358], [6.102, -0.213, 0.262], [6.095, -2.690, 0.196], [3.965, -3.922, 0.157], [1.818, -2.697, 0.180], [-0.067, -0.530, 0.217], [0.199, 3.084, 0.379], [-4.363, 0.988, -0.263], [-4.854, 1.435, -1.134], [-4.483, 1.653, 0.597], [-5.001, -0.381, 0.036], [-4.234, -1.095, 1.026], [-3.595, -1.666, 1.782], [-5.042, -0.995, -0.869], [-6.019, -0.238, 0.406], [-3.244, 0.299, -2.465], [-1.550, 0.493, -2.006], [-2.449, -0.936, -1.462]],
  "mulliken_charge": [-1.205, 0.128, 0.893, -0.631, -0.074, -1.007, -0.170, 0.660, 1.148, -0.789, -0.664, -0.509, -0.284, -0.022, -0.628, 0.383, -0.205, 0.473, 0.381, 0.400, 0.393, -0.230, 0.454, -0.983, 0.364, 0.400, -0.356, 0.314, -0.448, 0.280, 0.378, 0.329, 0.476, 0.353],
  "e_lumo_ev": -0.116,
  "molar_mass_da": 329.812,
  "homo_energy_ev": -8.70,
  "homo_lumo_gap_ha": 0.31559,
  "energy_ev": -46662.966,
  "smiles": "CN(CCC#N)C(=O)c1cc2c(Cl)nc3ccccc3c2s1",
  "spin_multiplicity": 1,
  "de_lowest_kcal_mol": 19.63
}


6.
{
  "formula": "C22H26N2O5",
  "method": "ωB97M-V/def2-TZVPD",
  "symbols": ["C", "C", "H", "H", "O", "C", "O", "C", "C", "C", "C", "O", "C", "N", "C", "O", "C", "C", "N", "C", "O", "C", "C", "H", "H", "H", "H", "C", "H", "H", "C", "C", "C", "C", "C", "C", "C", "H", "H", "H", "H", "H", "H", "H", "H", "H", "H", "H", "H", "H", "H", "H", "H", "H", "H"],
  "coordinates": [[4.574, 0.376, 1.731], [4.238, -1.079, 2.018], [4.170, -1.266, 3.092], [4.991, -1.736, 1.570], [2.955, -1.434, 1.502], [2.897, -1.786, 0.216], [3.842, -1.820, -0.535], [1.537, -2.161, -0.181], [1.079, -2.618, -1.395], [-0.303, -2.830, -1.237], [-0.595, -2.495, 0.061], [0.514, -2.087, 0.698], [-1.902, -2.413, 0.780], [-2.586, -1.189, 0.410], [-3.683, -1.187, -0.379], [-4.276, -2.199, -0.685], [-4.142, 0.189, -0.867], [-2.992, 1.103, -1.285], [-2.282, 1.695, -0.168], [-2.813, 1.943, 1.059], [-2.191, 2.558, 1.904], [-4.167, 1.334, 1.373], [-4.997, 0.926, 0.166], [-5.417, 1.816, -0.309], [-5.827, 0.292, 0.483], [-3.970, 0.465, 2.008], [-4.708, 2.054, 1.989], [-0.950, 2.197, -0.458], [-0.760, 3.037, 0.214], [-0.917, 2.552, -1.491], [0.111, 1.109, -0.235], [1.486, 1.600, -0.591], [2.172, 1.072, -1.674], [3.435, 1.534, -2.002], [4.021, 2.540, -1.254], [3.342, 3.075, -0.171], [2.085, 2.604, 0.161], [1.563, 3.013, 1.014], [3.797, 3.856, 0.420], [5.005, 2.902, -1.509], [3.963, 1.103, -2.840], [1.723, 0.284, -2.262], [-0.131, 0.237, -0.848], [0.091, 0.816, 0.819], [-3.394, 1.907, -1.918], [-2.270, 0.539, -1.887], [-4.759, -0.014, -1.748], [-2.093, -0.326, 0.583], [-1.727, -2.428, 1.859], [-2.557, -3.239, 0.491], [-0.997, -3.186, -1.970], [1.674, -2.777, -2.270], [5.526, 0.626, 2.192], [4.646, 0.537, 0.658], [3.801, 1.028, 2.130]],
  "mulliken_charge": [-0.871, -0.329, 0.332, 0.333, -0.335, 0.422, -0.641, 0.478, -0.668, -0.588, 0.473, -0.356, -1.292, 0.040, 0.238, -0.705, 0.455, -0.895, 0.191, 1.018, -0.678, -0.723, -1.007, 0.414, 0.379, 0.260, 0.438, -1.616, 0.610, 0.258, 0.431, -0.030, -0.113, -0.706, -0.494, -0.766, -0.364, 0.463, 0.386, 0.400, 0.380, 0.378, -0.196, 0.461, 0.398, 0.429, 0.433, -0.161, 0.355, 0.611, 0.610, 0.625, 0.469, 0.118, 0.247],
  "e_lumo_ev": 0.594,
  "molar_mass_da": 398.459,
  "homo_energy_ev": -8.96,
  "homo_lumo_gap_ha": 0.35091,
  "energy_ev": -36455.109,
  "smiles": "CCOC(=O)c1ccc(CNC(=O)[C@H]2CCC(=O)N(CCc3ccccc3)C2)o1",
  "spin_multiplicity": 1,
  "de_lowest_kcal_mol": 24.81
}